{"formula": "C29H52N3O6RbS", "method": "the ωB97M-V functional and the def2-TZVPD basis", "total_energy_ev": -59159.08845, "homo_ev": -6.175, "elements": ["Rb", "C", "C", "C", "C", "C", "C", "C", "C", "C", "C", "C", "C", "C", "C", "C", "C", "C", "H", "H", "H", "H", "H", "H", "H", "H", "H", "H", "H", "H", "H", "H", "H", "H", "H", "H", "H", "H", "H", "H", "H", "H", "H", "H", "H", "H", "H", "C", "O", "C", "C", "O", "C", "H", "H", "H", "H", "H", "H", "H", "H", "H", "H", "C", "C", "S", "O", "O", "C", "C", "N", "C", "N", "C", "C", "N", "O", "O", "C", "H", "H", "H", "H", "H", "H", "H", "H", "H", "H", "H", "H", "H"], "coordinates": [[0.003894, -0.023648, 1.720044], [3.046672, -0.358065, 1.385183], [2.708018, -1.734318, 1.472853], [2.031258, -2.067940, 0.249948], [2.012637, -0.880889, -0.536173], [2.631142, 0.173643, 0.151806], [2.985076, 1.549063, -0.383233], [4.469456, 1.577099, -0.781535], [2.745115, 2.629360, 0.679417], [2.144111, 1.897308, -1.614529], [1.559291, -3.383931, -0.388319], [1.007654, -4.433490, 0.582926], [2.714047, -4.009684, -1.190319], [0.410027, -3.111020, -1.376977], [3.139431, -2.572161, 2.686016], [4.095115, -3.703637, 2.280025], [3.920494, -1.698314, 3.681179], [1.948094, -3.143729, 3.488193], [3.618106, 0.196454, 2.116905], [1.670324, -0.822670, -1.561373], [5.099030, 1.361599, 0.084352], [4.754127, 2.555918, -1.186474], [4.668957, 0.813830, -1.537539], [3.308393, 2.415639, 1.589712], [1.683273, 2.692073, 0.936611], [3.057208, 3.612270, 0.311378], [2.308815, 1.172542, -2.416784], [2.415951, 2.887935, -1.992150], [1.078588, 1.907356, -1.364022], [1.777200, -4.856565, 1.222595], [0.570167, -5.261807, 0.017483], [0.225094, -4.004803, 1.212842], [3.560282, -4.236567, -0.539894], [3.061218, -3.306091, -1.949938], [2.398249, -4.935794, -1.686353], [-0.430546, -2.630044, -0.867774], [0.053859, -4.055276, -1.799881], [0.720965, -2.477427, -2.208911], [4.953358, -3.286793, 1.747566], [3.622618, -4.433998, 1.626567], [4.461493, -4.234552, 3.166274], [4.813020, -1.268806, 3.222150], [4.239203, -2.312420, 4.527825], [3.304270, -0.881892, 4.067565], [1.505726, -4.020866, 3.023730], [1.166257, -2.385802, 3.592274], [2.268795, -3.434071, 4.494920], [-4.061081, -0.590922, 2.091244], [-3.045425, 0.247900, 2.606362], [-3.211868, 0.596920, 3.966855], [-2.656184, -0.440455, 4.909582], [-1.249594, -0.444632, 4.791857], [-0.640760, -1.366912, 5.677825], [-5.054025, -0.197522, 2.332171], [-3.984832, -1.613538, 2.474604], [-3.941921, -0.609825, 1.008826], [-4.269673, 0.770290, 4.193760], [-2.665983, 1.529220, 4.120147], [-3.061469, -1.433804, 4.675851], [-2.950915, -0.188317, 5.935799], [-0.969517, -1.194728, 6.707966], [0.435167, -1.220072, 5.618930], [-0.878231, -2.398755, 5.400443], [-1.842970, 4.385304, -6.733940], [-1.383795, 4.566185, -5.290971], [-2.578582, 3.990339, -4.097379], [-2.019778, 4.192781, -2.784702], [-3.873097, 4.528122, -4.424230], [-2.641090, 2.224186, -4.406821], [-3.638835, 1.504967, -3.498111], [-3.323493, 1.570243, -2.069332], [-2.200473, 1.068717, -1.501764], [-2.102666, 1.401296, -0.224232], [-3.192029, 2.158775, 0.056422], [-3.954285, 2.285927, -1.063128], [-5.224177, 2.931048, -1.150198], [-5.565259, 3.578973, -0.183414], [-5.945927, 2.681146, -2.099866], [-1.190408, 0.257861, -2.238585], [-1.230875, 4.990079, -7.401347], [-2.879860, 4.704181, -6.842501], [-1.758597, 3.346984, -7.057065], [-1.273081, 5.617596, -5.019988], [-0.453375, 4.047609, -5.055493], [-1.622001, 1.854284, -4.294895], [-2.968598, 2.106500, -5.440398], [-3.662690, 0.456393, -3.790839], [-4.631810, 1.912107, -3.635513], [-3.392182, 2.562254, 1.034884], [-1.653030, -0.406617, -2.970981], [-0.621375, -0.339263, -1.528662], [-0.474887, 0.902156, -2.755328]], "forces_ev_per_a": [[-0.1820, -0.0172, 0.0606], [0.0830, 0.0480, -0.0593], [-0.0933, 0.0123, -0.1011], [0.0035, 0.1035, 0.0137], [-0.0186, 0.0380, -0.0181], [0.1606, -0.1601, 0.0001], [-0.0578, 0.0074, 0.0093], [-0.0105, 0.0107, -0.0169], [0.0564, -0.0107, -0.0289], [0.0190, -0.0188, 0.0085], [-0.0228, 0.0293, 0.0152], [0.0283, 0.0348, -0.0474], [0.0012, -0.0190, 0.0198], [0.0505, -0.0312, -0.0286], [-0.1045, 0.0381, 0.0439], [-0.0091, -0.0118, 0.0321], [0.0262, 0.0071, -0.0154], [0.0877, -0.0132, -0.0540], [-0.0681, -0.0351, 0.0374], [-0.0333, 0.0059, 0.0668], [-0.0127, 0.0052, -0.0328], [-0.0147, -0.0588, 0.0287], [0.0054, 0.0292, 0.0288], [-0.0272, 0.0064, -0.0116], [-0.0078, 0.0158, 0.0156], [-0.0284, -0.0301, 0.0228], [-0.0280, 0.0285, 0.0253], [-0.0236, -0.0273, 0.0088], [0.0395, 0.0174, -0.0160], [-0.0254, 0.0176, 0.0165], [0.0164, 0.0164, 0.0103], [-0.0149, -0.0217, 0.0232], [-0.0236, -0.0022, -0.0382], [-0.0002, -0.0277, 0.0131], [0.0162, 0.0532, 0.0322], [-0.0153, -0.0029, -0.0154], [0.0062, 0.0284, 0.0059], [-0.0239, -0.0183, 0.0474], [-0.0199, -0.0227, 0.0280], [0.0242, 0.0202, 0.0030], [-0.0202, 0.0152, -0.0487], [-0.0510, -0.0019, 0.0200], [-0.0104, 0.0196, -0.0166], [0.0314, -0.0148, -0.0048], [-0.0254, 0.0647, 0.0037], [0.0131, -0.0049, 0.0387], [-0.0094, -0.0049, -0.0467], [0.0239, -0.0220, 0.0195], [0.0603, 0.0972, -0.0816], [0.0041, -0.0561, 0.0114], [0.0202, -0.0431, -0.0136], [0.0942, -0.0213, -0.0502], [-0.0005, 0.0324, 0.0163], [0.0024, 0.0187, -0.0137], [-0.0023, 0.0038, 0.0145], [0.0185, -0.0091, 0.0157], [-0.0175, 0.0153, -0.0251], [-0.0241, 0.0339, -0.0153], [-0.0074, -0.0219, 0.0289], [0.0048, -0.0136, 0.0406], [0.0001, 0.0237, 0.0004], [-0.0068, -0.0205, -0.0193], [-0.0046, -0.0159, -0.0108], [-0.0041, 0.0172, 0.0776], [-0.1907, -0.0834, -0.0177], [0.0603, -0.1866, -0.0261], [-0.0325, -0.0119, -0.0237], [-0.0126, 0.0323, 0.0284], [0.0168, 0.1684, 0.1619], [0.0688, 0.0214, 0.0158], [-0.0857, 0.1853, -0.1804], [0.1363, 0.0300, 0.0947], [0.2148, -0.2947, -0.0626], [0.0246, 0.1398, 0.0456], [0.2160, 0.0913, -0.1480], [-0.3823, -0.7578, 0.4013], [0.1376, 0.3783, 0.0349], [0.0790, 0.1721, -0.3922], [-0.0820, 0.0467, 0.0165], [0.0324, -0.0167, 0.0205], [0.0350, 0.0049, -0.0068], [-0.0072, 0.0293, 0.0109], [0.0363, 0.0093, -0.0100], [0.0234, 0.0776, -0.0287], [-0.0621, -0.0410, -0.0464], [0.0327, -0.0551, 0.0211], [-0.0276, -0.0551, 0.0027], [-0.0858, 0.0522, -0.0010], [-0.0067, -0.0423, -0.0512], [0.0105, 0.0056, 0.0443], [0.0162, -0.0003, -0.0210], [-0.0135, -0.0362, 0.0427]]}